(1)
C4H8O2S2 | wB97M-V/def2-TZVPD

Output
* orbital gap (spin up / spin down): 7.35 / 5.84 eV
* electronic energy: -1104.026878 hartree
* lowest unoccupied orbital energy (spin up / spin down): 2.961 / 1.462 eV
* spin multiplicity: 2
* total charge: -1
* maximum force: 0.0406 Eh/bohr
* relative energy (zero: lowest compared OMol25 entry of this formula, charge and spin): 69.5 kJ/mol
* highest occupied orbital energy (spin up / spin down): -4.4 / -4.4 eV

Positions of all 16 atoms, in Å:
C 1.8673 1.5709 1.1215
C 1.9276 -0.3450 -1.2284
O 3.0504 0.1667 -1.2762
O 1.5445 -1.3281 -0.5316
C 0.6221 1.8743 1.5099
S -1.7458 0.8731 -0.5449
S -2.0242 -0.6299 0.7972
C -1.3545 -1.9662 -0.2329
H 2.4020 2.1579 0.3780
H 2.3786 0.6818 1.4670
H 1.1470 0.1071 -1.8848
H 0.2114 2.8699 1.6481
H -0.0838 1.0602 1.6220
H -0.3753 -1.4929 -0.4518
H -1.9937 -2.0612 -1.1166
H -1.6183 -2.8559 0.3495

=====

(2)
C4H8O3 | wB97M-V/def2-TZVPD

Output
* orbital gap: 9.76 eV
* electronic energy: -382.791534 hartree
* lowest unoccupied orbital energy: 0.213 eV
* spin multiplicity: 1
* total charge: 0
* maximum force: 0.1416 Eh/bohr
* relative energy (zero: lowest compared OMol25 entry of this formula, charge and spin): 455.0 kJ/mol
* highest occupied orbital energy: -9.5 eV

Positions of all 15 atoms, in Å:
C 1.2096 -0.0342 -0.3556
C 0.2350 -1.0827 0.3016
C -0.9454 -0.3134 0.8652
C -1.4852 0.1416 -0.4843
H 1.7532 1.4567 1.1089
H 0.9770 0.3039 -1.3699
H 2.2576 -0.2605 -0.6654
H -0.3547 -1.6783 -0.8722
H 0.7445 -1.8848 1.0348
H -1.4002 -1.0814 1.5075
H -0.6504 0.5881 1.5764
H -0.3310 1.7683 -0.4898
O 1.1595 1.3415 0.2080
O -1.0935 1.2326 -0.9215
O -2.0759 -0.4975 -1.4439

=====

(3)
C4H8O3 | wB97M-V/def2-TZVPD

Output
* SMILES: CC[C@@H](O)C(=O)O
* orbital gap: 11.22 eV
* electronic energy: -382.943108 hartree
* lowest unoccupied orbital energy: 0.583 eV
* spin multiplicity: 1
* total charge: 0
* maximum force: 0.0101 Eh/bohr
* relative energy (zero: lowest compared OMol25 entry of this formula, charge and spin): 57.0 kJ/mol
* highest occupied orbital energy: -10.6 eV

Positions of all 15 atoms, in Å:
C -1.2729 -0.0870 1.1193
C -0.9149 0.4627 -0.2641
C 0.3552 -0.0970 -0.9373
O 0.7191 0.6932 -2.0346
C 1.5135 -0.1378 0.0533
O 2.3791 0.7007 0.0602
O 1.5092 -1.1472 0.9381
H -0.4637 0.0534 1.8436
H -1.5338 -1.1541 1.1023
H -2.1450 0.4441 1.5104
H -1.7440 0.3026 -0.9617
H -0.7653 1.5453 -0.1966
H 0.1738 -1.1205 -1.3004
H 1.4728 1.2297 -1.7335
H 0.7171 -1.6882 0.8012